{
  "formula": "C32H39BKN9O5",
  "method": "ωB97M-V/def2-TZVPD",
  "symbols": ["K", "O", "C", "C", "C", "C", "C", "C", "C", "O", "N", "N", "C", "C", "C", "C", "C", "C", "N", "H", "H", "H", "H", "H", "H", "H", "H", "H", "H", "C", "C", "C", "C", "C", "N", "N", "B", "N", "N", "C", "C", "C", "C", "C", "N", "N", "C", "C", "C", "C", "C", "H", "H", "H", "H", "H", "H", "H", "H", "H", "H", "H", "H", "H", "H", "H", "H", "H", "H", "H", "H", "H", "H", "C", "C", "C", "O", "C", "O", "O", "H", "H", "H", "H", "H", "H", "H"],
  "coordinates": [[-0.58832, -0.08073, -0.50799], [-1.43148, 5.40885, 1.98056], [-0.12497, 5.31080, 1.61278], [0.70740, 6.40704, 1.83795], [2.04349, 6.38980, 1.47283], [2.56637, 5.26066, 0.86765], [1.74143, 4.17166, 0.63713], [0.39668, 4.15258, 0.99840], [-0.32366, 2.85658, 0.68147], [0.21329, 2.08095, -0.13287], [-1.51287, 2.72826, 1.26226], [-2.07695, 1.55494, 1.45550], [-3.35902, 1.48177, 1.50450], [-4.02061, 0.23947, 1.85282], [-5.41099, 0.22236, 2.06715], [-6.04245, -0.97159, 2.34474], [-5.28895, -2.13667, 2.40830], [-3.91948, -2.02587, 2.20882], [-3.29541, -0.88752, 1.95862], [-1.58051, 6.30065, 2.31066], [0.28567, 7.28764, 2.31596], [2.66169, 7.26085, 1.65754], [3.61037, 5.21981, 0.58081], [2.11298, 3.27076, 0.16415], [-3.98727, 2.34873, 1.28677], [-5.97024, 1.14807, 2.00332], [-7.11333, -1.00568, 2.51336], [-5.74676, -3.09987, 2.59293], [-3.29034, -2.91142, 2.23991], [0.78093, 0.87778, 3.38186], [1.90419, 0.66908, 2.41648], [3.17838, 1.27038, 2.38072], [3.81162, 0.69791, 1.29255], [5.18228, 0.99617, 0.77156], [2.94229, -0.17756, 0.73337], [1.78517, -0.19071, 1.42077], [3.17514, -1.20368, -0.41460], [2.52131, -2.54750, -0.03262], [1.22413, -2.58363, 0.30683], [0.93617, -3.82359, 0.64929], [-0.45400, -4.16477, 1.08675], [2.09123, -4.63163, 0.53643], [3.08124, -3.77301, 0.09580], [4.51338, -4.06670, -0.22002], [2.57031, -0.73036, -1.76697], [1.32930, -1.11019, -2.12735], [1.10299, -0.63868, -3.34226], [-0.18825, -0.88726, -4.05174], [2.23423, 0.07054, -3.79370], [3.14549, -0.01093, -2.75627], [4.51442, 0.58786, -2.69067], [1.05824, 1.59953, 4.15139], [0.51128, -0.06671, 3.85915], [-0.10505, 1.23510, 2.85649], [3.58974, 2.01535, 3.04550], [5.80911, 1.37138, 1.58122], [5.14676, 1.75987, -0.01031], [5.64596, 0.10435, 0.35002], [4.36320, -1.36515, -0.54924], [-0.91405, -3.26808, 1.50366], [-0.45157, -4.95583, 1.83929], [-1.06744, -4.48754, 0.24157], [2.20251, -5.68744, 0.73502], [4.71315, -5.12786, -0.06989], [5.18721, -3.49389, 0.42112], [4.74035, -3.80762, -1.25626], [-0.68238, -1.76274, -3.62864], [-0.02110, -1.05675, -5.11705], [-0.87451, -0.04464, -3.94674], [2.37572, 0.56332, -4.74370], [4.97451, 0.57236, -3.67967], [5.14887, 0.03741, -1.99762], [4.46427, 1.62788, -2.35800], [-5.42872, -0.95040, -1.65852], [-4.02389, -1.41492, -2.05683], [-4.08038, -2.53910, -3.07880], [-3.32797, -1.85055, -0.90002], [-3.26481, -0.16636, -2.63708], [-3.54613, 0.20125, -3.78816], [-2.45086, 0.33870, -1.81584], [-5.91548, -1.72361, -1.05735], [-6.02724, -0.73383, -2.54560], [-5.35469, -0.04345, -1.05442], [-4.75451, -3.33483, -2.74606], [-3.07939, -2.95516, -3.20672], [-4.42109, -2.13883, -4.03276], [-2.77731, -1.06357, -0.70136]],
  "forces_ev_per_a": [[0.919, -1.336, 0.908], [-0.216, -0.176, -0.014], [0.287, -0.157, -0.143], [0.034, 0.004, 0.001], [-0.036, 0.045, 0.009], [0.135, -0.027, -0.022], [-0.021, 0.001, 0.038], [-0.101, 0.203, 0.064], [-0.440, -0.361, -0.326], [0.389, 1.102, 0.496], [-0.270, 1.435, 0.567], [0.349, -0.782, -0.503], [0.186, 0.380, -0.012], [-0.161, -0.518, 0.147], [0.155, 0.084, -0.090], [0.005, -0.128, 0.055], [-0.030, 0.052, 0.003], [-0.055, -0.014, 0.029], [0.050, 0.144, -0.089], [0.070, 0.001, -0.004], [0.002, 0.022, -0.014], [0.015, -0.006, 0.020], [-0.009, 0.012, -0.005], [0.004, 0.023, 0.011], [0.078, 0.059, 0.088], [0.008, 0.002, -0.032], [-0.005, 0.041, -0.043], [0.019, -0.001, 0.011], [-0.017, 0.015, 0.006], [0.004, -0.036, -0.152], [0.280, 0.027, -0.112], [0.042, -0.054, 0.022], [-0.017, 0.114, 0.124], [-0.131, -0.077, -0.048], [0.285, -0.065, -0.024], [-0.286, 0.267, 0.265], [-0.197, -0.047, 0.087], [0.220, 0.035, 0.077], [-0.569, -0.318, 0.004], [0.293, 0.065, 0.017], [0.083, 0.045, -0.136], [0.070, -0.061, -0.050], [-0.096, -0.088, 0.019], [-0.090, 0.141, 0.029], [0.271, 0.137, -0.070], [-0.259, -0.201, -0.314], [0.409, 0.095, -0.135], [-0.048, 0.082, 0.119], [0.016, -0.040, 0.013], [-0.094, 0.006, -0.225], [-0.112, -0.071, 0.111], [-0.010, 0.018, 0.002], [0.006, 0.019, 0.039], [-0.021, 0.017, 0.096], [-0.031, 0.010, -0.004], [0.003, 0.014, 0.005], [0.059, -0.034, -0.004], [0.047, 0.041, 0.012], [0.032, 0.006, -0.032], [-0.053, -0.047, 0.020], [-0.024, 0.001, 0.012], [-0.028, -0.026, 0.045], [-0.026, 0.009, 0.012], [-0.015, -0.016, -0.014], [0.026, -0.008, -0.040], [0.072, -0.024, 0.020], [-0.007, 0.005, -0.013], [0.006, -0.020, -0.005], [-0.028, -0.021, -0.026], [-0.007, 0.024, 0.019], [0.004, 0.018, -0.009], [0.027, 0.037, -0.033], [0.055, -0.016, 0.030], [0.084, -0.008, -0.015], [0.020, 0.256, -0.186], [0.065, 0.046, 0.097], [-0.058, -0.085, -0.025], [-0.253, -0.195, -0.037], [0.035, 0.006, 0.133], [-0.946, 0.206, -0.855], [-0.012, -0.022, -0.040], [-0.002, 0.016, 0.008], [-0.035, -0.024, 0.025], [0.030, -0.016, 0.016], [-0.025, -0.036, -0.030], [-0.030, -0.021, -0.006], [-0.380, -0.204, 0.008]],
  "largest_force_ev_per_a": 1.9,
  "mol_weight_g_mol": 679.6,
  "orbital_gap_ha": 0.23243,
  "lumo_energy_ha": 0.157,
  "de_lowest_kj_mol": 247.0,
  "total_charge": -2
}


{
  "formula": "C7H14N2O",
  "method": "ωB97M-V/def2-TZVPD",
  "symbols": ["C", "C", "C", "C", "C", "N", "N", "C", "C", "O", "H", "H", "H", "H", "H", "H", "H", "H", "H", "H", "H", "H", "H", "H"],
  "coordinates": [[-1.09737, -0.32886, -0.19791], [-0.67562, 0.97380, 0.25377], [1.32183, -1.76978, 0.06868], [-0.79690, 1.45684, 1.66913], [0.69908, -0.62096, -0.73728], [-1.93764, -0.34315, -1.35527], [-1.57439, -1.25067, 0.78665], [1.29279, 0.74027, -0.18162], [1.80754, 1.62091, -1.07622], [0.68105, -0.73685, -1.99359], [-0.86689, 1.73554, -0.49000], [-2.45826, -1.20747, -1.42291], [-1.38169, -0.20721, -2.19672], [-1.10670, -1.16934, 1.67876], [-1.48637, -2.20508, 0.45719], [1.70261, 0.74731, 0.82465], [1.20896, -1.63472, 1.14284], [0.85088, -2.70477, -0.23667], [2.38234, -1.81320, -0.18120], [-0.44142, 0.72370, 2.39405], [-1.85620, 1.63712, 1.87978], [-0.24786, 2.38653, 1.81972], [1.58017, 1.49448, -2.12789], [2.40006, 2.47557, -0.77792]],
  "forces_ev_per_a": [[-1.219, 0.602, 1.055], [-1.044, -0.486, -0.486], [-0.984, -0.072, 0.062], [0.425, -0.299, -0.107], [2.280, 1.119, -0.304], [0.350, 0.111, 0.059], [0.249, 0.069, -0.287], [0.533, -0.855, -0.761], [-0.263, -0.001, 0.089], [-0.474, 0.155, 0.374], [0.119, -0.043, -0.027], [0.114, -0.027, -0.029], [0.045, -0.182, 0.069], [-0.005, -0.002, -0.052], [0.011, -0.023, 0.073], [-0.222, -0.026, 0.140], [0.050, -0.036, 0.083], [0.059, -0.085, 0.057], [-0.054, 0.144, -0.051], [0.041, 0.043, 0.053], [0.007, -0.036, -0.070], [-0.010, -0.046, -0.003], [0.048, -0.057, -0.003], [-0.057, 0.032, 0.067]],
  "largest_force_ev_per_a": 2.6,
  "mol_weight_g_mol": 142.2,
  "orbital_gap_ha": [0.25885, 0.24107],
  "lumo_energy_ha": [-0.012, -0.024],
  "de_lowest_kj_mol": 413.2,
  "total_charge": 0
}